[1]
Here is a molecular structure, C21H31Cl5P2Zr from the Open Molecules 2025 dataset. Energies are from ωB97M-V/def2-TZVPD.

```
60
Properties=species:S:1:pos:R:3:lowdin_charge:R:1
P -1.0359 0.8252 -3.0539 0.939
P 2.2361 -0.9521 -1.3952 0.962
C 0.7255 0.5419 -3.5009 -0.284
C 1.4479 -0.7620 -3.0542 -0.292
H 1.3280 1.4422 -3.2841 0.100
H 0.6862 0.5025 -4.6046 0.119
H 0.8049 -1.6448 -3.2131 0.089
H 2.3098 -0.8945 -3.7381 0.119
C 3.7406 0.0574 -1.5735 -0.153
H 4.2676 0.0973 -0.6096 0.089
H 3.4852 1.0783 -1.8934 0.070
H 4.3868 -0.4139 -2.3274 0.077
C 2.8313 -2.6511 -1.3777 -0.145
H 3.7576 -2.6904 -1.9715 0.082
H 2.0864 -3.3194 -1.8336 0.075
H 3.0503 -2.9762 -0.3521 0.081
C -1.4916 2.4545 -3.6523 -0.137
H -2.4235 2.7484 -3.1481 0.085
H -1.6519 2.4208 -4.7399 0.083
H -0.6970 3.1800 -3.4181 0.085
C -1.9702 -0.4521 -3.9202 -0.140
H -1.5402 -1.4540 -3.7683 0.073
H -1.9688 -0.2313 -4.9976 0.085
H -3.0079 -0.4360 -3.5578 0.085
Zr -1.4192 -2.0700 2.5187 1.077
C 1.5577 -0.3183 0.1633 -0.363
C 1.7490 1.1212 0.3302 -0.124
C 1.0360 1.9832 -0.5399 -0.190
C -0.3118 2.5395 0.0773 -0.168
C -1.4798 1.9295 -0.4820 -0.057
C -1.5389 0.7515 -1.3148 -0.387
C -0.9047 -0.6339 -0.7773 -0.162
C -0.0080 -0.6956 0.4686 -0.184
C -3.3569 -1.1296 2.5531 -0.292
H 2.1511 -0.8702 0.9211 0.143
H 2.2172 1.4647 1.2594 0.136
H 0.7668 1.3598 -1.4104 0.046
H 1.6898 2.7942 -0.9231 0.155
H -0.3202 2.3201 1.1721 0.030
H -0.3204 3.6415 -0.0094 0.137
H -2.4374 2.4180 -0.2716 0.138
H -2.6336 0.5553 -1.3901 0.141
H -0.3448 -1.0957 -1.6212 0.053
H -1.7683 -1.3371 -0.6588 0.130
H -0.3791 -0.0147 1.2544 0.076
H 0.0226 -1.7709 0.8464 0.077
H -4.1183 -1.6958 3.1332 0.020
H -3.7201 -1.0035 1.5134 -0.011
H -3.2598 -0.1238 3.0059 0.008
Cl -0.0816 2.1490 3.4582 0.723
C -0.1761 0.6818 4.3723 -0.698
C -0.5214 -0.5341 3.7776 -0.352
C -0.6833 -1.6965 4.5206 -0.341
Cl -2.0546 -4.1791 3.2511 0.012
C -0.4965 -1.7149 5.9115 -0.707
Cl -0.7031 -3.1515 6.8235 0.712
C -0.1167 -0.5135 6.5343 -0.687
Cl 0.1543 -0.4652 8.2179 0.730
C 0.0221 0.6883 5.7584 -0.693
Cl 0.4301 2.1449 6.5413 0.724
```

Output
* LUMO: -8.460 eV
* gap between HOMO and LUMO: 4.2015 eV
* net charge: +2
* ΔE to the lowest compared entry with this formula, charge and spin: 0.0 kJ/mol
* spin multiplicity: 1
* HOMO level: -12.66 eV


[2]
Here is a single C18H15NO molecule from the Open Molecules 2025 dataset. Energies are from ωB97M-V/def2-TZVPD.

```
35
Properties=species:S:1:pos:R:3:lowdin_charge:R:1
C -6.6263 -0.3261 0.0127 -0.050
C -5.1504 -0.0753 -0.0030 -0.276
C -4.6269 1.0936 0.5400 -0.032
C -3.2697 1.3399 0.5090 -0.008
C -2.3942 0.4124 -0.0499 -0.142
C -2.9142 -0.7515 -0.6077 -0.032
C -4.2767 -0.9859 -0.5844 -0.040
H -4.6684 -1.8904 -1.0280 0.111
H -2.2672 -1.4674 -1.0963 0.112
C -0.9395 0.7445 -0.0584 -0.417
O -0.5407 1.8881 -0.1388 0.083
N -0.1301 -0.3513 0.0538 0.133
C 1.2652 -0.4139 0.0701 -0.211
C 2.0751 0.6831 -0.0975 0.045
C 3.4766 0.5468 -0.0759 -0.157
C 4.3293 1.6586 -0.2445 -0.032
C 5.6873 1.5071 -0.2210 -0.084
C 6.2582 0.2391 -0.0282 -0.088
C 5.4594 -0.8578 0.1381 -0.040
C 4.0559 -0.7343 0.1189 -0.175
C 3.1987 -1.8423 0.2872 -0.029
C 1.8444 -1.6885 0.2641 -0.021
H 1.1958 -2.5447 0.3951 0.109
H 3.6336 -2.8204 0.4360 0.113
H 5.8926 -1.8371 0.2871 0.110
H 7.3337 0.1385 -0.0124 0.100
H 6.3336 2.3631 -0.3506 0.101
H 3.8848 2.6320 -0.3923 0.113
H 1.6415 1.6583 -0.2444 0.106
H -0.5913 -1.2411 0.1836 0.128
H -2.8614 2.2510 0.9195 0.119
H -5.2939 1.8170 0.9864 0.115
H -7.1068 0.2406 -0.7854 0.086
H -6.8459 -1.3799 -0.1396 0.075
H -7.0620 -0.0057 0.9567 0.080
```

Output
* LUMO: 0.554 eV
* gap between HOMO and LUMO: 8.4922 eV
* structure (SMILES): Cc1ccc(C(=O)Nc2ccc3ccccc3c2)cc1
* ΔE to the lowest compared entry with this formula, charge and spin: 0.0 kJ/mol
* spin multiplicity: 1
* HOMO level: -7.94 eV